{"formula": "C9H16BBr2Cl2N2", "method": "ωB97M-V/def2-TZVPD", "symbols": ["C", "C", "N", "B", "C", "N", "C", "Cl", "C", "C", "Cl", "C", "Br", "C", "C", "Br", "H", "H", "H", "H", "H", "H", "H", "H", "H", "H", "H", "H", "H", "H", "H", "H"], "xyz": [[0.08071, 1.35367, 3.38110], [-0.24689, 0.20764, 2.43670], [0.08859, 0.54253, 1.07067], [0.05897, -0.51049, -0.05477], [-0.55339, -1.97718, 0.35411], [-1.99791, -2.06750, 0.68179], [-0.87919, -0.01013, -1.32709], [-0.47881, -0.75534, -2.88754], [-1.96783, 0.75055, -1.40257], [-2.78905, 1.04361, -2.62688], [-2.58028, 1.56619, 0.03689], [1.61724, -0.66540, -0.62567], [2.49274, -2.37473, -0.38423], [2.44620, 0.22773, -1.14393], [3.86571, 0.07252, -1.61168], [1.79658, 2.03018, -1.32443], [-0.25157, 2.29942, 2.93953], [-0.40959, 1.23862, 4.35351], [1.16022, 1.42513, 3.56024], [-1.32486, 0.00083, 2.49518], [0.25594, -0.71236, 2.79211], [0.95113, 1.07415, 1.05465], [0.00098, -2.41942, 1.19368], [-0.37757, -2.66528, -0.48463], [-2.50148, -1.51074, -0.00567], [-2.15639, -1.57433, 1.55431], [-3.30759, 0.14636, -2.98424], [-2.15243, 1.38826, -3.44829], [-3.53620, 1.80901, -2.41565], [4.22780, 0.98279, -2.08756], [3.94327, -0.75596, -2.32206], [4.52495, -0.16035, -0.76756]], "orbital_gap_ev": 7.09, "multiplicity": 1, "lumo_energy_ha": 0.107, "energy_ha": -6555.383735, "total_charge": -1, "de_lowest_kj_mol": 0.0}



{"formula": "C9H16Cl8F3NaO3S", "method": "ωB97M-V/def2-TZVPD", "symbols": ["Na", "C", "F", "F", "F", "S", "O", "O", "O", "Cl", "C", "C", "Cl", "H", "H", "H", "H", "Cl", "C", "C", "Cl", "H", "H", "H", "H", "Cl", "C", "C", "Cl", "H", "H", "H", "H", "Cl", "C", "C", "Cl", "H", "H", "H", "H"], "xyz": [[0.88659, 0.21082, -1.27634], [3.10674, -0.78904, 2.58858], [3.61325, 0.43820, 2.39486], [3.88300, -1.43116, 3.46499], [1.89338, -0.60778, 3.17597], [2.97126, -1.71997, 1.02649], [2.52536, -3.02248, 1.44265], [1.94488, -0.94684, 0.33240], [4.27250, -1.61931, 0.45534], [-0.51162, -4.13152, -1.52374], [1.07054, -3.69601, -0.83820], [2.08763, -3.39428, -1.90508], [1.66558, -1.96327, -2.89502], [1.43108, -4.54622, -0.26280], [0.95212, -2.85989, -0.15669], [2.19324, -4.22951, -2.59309], [3.04978, -3.18978, -1.43984], [1.04103, 4.64324, -2.25365], [-0.50844, 4.33951, -1.43554], [-1.45071, 3.56703, -2.30062], [-0.80483, 1.94797, -2.68429], [-0.95174, 5.30918, -1.21654], [-0.30639, 3.81924, -0.50371], [-1.60957, 4.07140, -3.24925], [-2.39696, 3.40632, -1.79236], [-2.03027, 1.74827, 1.24262], [-0.78898, 1.51818, 2.52321], [0.32054, 2.50691, 2.38814], [1.33530, 2.14826, 0.95421], [-0.42935, 0.49510, 2.45939], [-1.32562, 1.66602, 3.45651], [0.99322, 2.44188, 3.23888], [-0.04930, 3.51921, 2.26421], [-4.35368, -1.22752, -2.53964], [-4.16775, -0.86570, -0.81438], [-2.98304, -1.57709, -0.22446], [-1.45557, -0.92723, -0.85895], [-5.08696, -1.18451, -0.33314], [-4.05225, 0.21122, -0.73461], [-2.99448, -2.64366, -0.43263], [-2.97953, -1.43520, 0.85612]], "orbital_gap_ev": 9.74, "multiplicity": 1, "lumo_energy_ha": -0.002, "energy_ha": -5119.976320, "de_lowest_kj_mol": 0.0}



{"formula": "C9H16CsO3", "method": "ωB97M-V/def2-TZVPD", "symbols": ["C", "C", "C", "C", "C", "C", "O", "C", "O", "C", "C", "O", "H", "H", "H", "H", "H", "H", "H", "H", "H", "H", "H", "H", "H", "H", "H", "H", "Cs"], "xyz": [[-1.59787, 1.45861, 1.37664], [-1.51378, 1.85024, -0.10672], [-1.42181, 0.69615, -1.09171], [-0.23747, -0.25685, -0.88336], [0.06773, -0.95185, -2.25836], [-0.50185, -1.36068, 0.15258], [0.72257, -1.94570, 0.66046], [1.36502, -1.03197, 1.45149], [0.93716, -0.66729, 2.46277], [2.65441, -0.49975, 0.87715], [2.71182, 0.99928, 1.14015], [2.76313, 1.74182, 0.25184], [-2.14692, 0.54493, 1.56132], [-2.14216, 2.24010, 1.89055], [-0.62287, 1.44870, 1.83901], [-0.70206, 2.55413, -0.22942], [-2.42648, 2.38550, -0.33697], [-1.27294, 1.14183, -2.06689], [-2.35928, 0.14688, -1.17373], [0.64698, 0.32945, -0.66770], [-0.53697, -1.85932, -2.37847], [-0.12410, -0.30830, -3.10152], [1.09746, -1.28467, -2.26854], [-1.07675, -2.20923, -0.31726], [-1.07412, -1.04642, 1.01874], [2.64465, -0.67282, -0.19104], [3.50974, -1.00739, 1.31014], [2.69611, 1.30949, 2.19457], [-2.05934, -3.74489, -1.11571]], "orbital_gap_ev": 8.84, "multiplicity": 1, "lumo_energy_ha": -0.136, "energy_ha": -598.114686, "total_charge": 1}



{"formula": "C9H16F6IrNO7PS4", "method": "ωB97M-V/def2-TZVPD", "symbols": ["Ir", "C", "C", "O", "P", "S", "S", "O", "C", "C", "H", "H", "H", "H", "H", "H", "H", "H", "H", "H", "C", "O", "C", "C", "H", "H", "H", "H", "H", "H", "F", "C", "F", "F", "S", "O", "O", "N", "S", "O", "O", "C", "F", "F", "F"], "xyz": [[0.41004, -1.50525, 0.99511], [1.36410, -0.83768, 5.18419], [0.70556, 0.02032, 4.12754], [1.71574, 0.47244, 3.21665], [1.32702, 0.59994, 1.63661], [2.86067, 1.50768, 0.78894], [-0.89018, -2.81868, 2.16306], [0.09051, 1.66920, 1.78793], [-1.02946, 1.54969, 0.89494], [-2.11292, 2.48949, 1.36668], [0.63657, -1.13145, 5.94463], [2.18272, -0.29844, 5.66728], [1.76186, -1.74374, 4.72476], [0.22410, 0.89868, 4.56819], [-0.05065, -0.56880, 3.60703], [-1.40370, 0.52109, 0.88813], [-0.71988, 1.79256, -0.11975], [-2.46201, 2.20527, 2.36185], [-2.95449, 2.45877, 0.67317], [-1.73431, 3.51285, 1.41176], [2.76020, -1.27912, -1.14609], [2.99091, -2.21166, -0.07661], [2.01981, -2.40671, 0.80235], [2.42272, -3.57413, 1.65940], [2.29674, -1.79761, -1.98427], [3.73620, -0.89013, -1.42876], [2.14217, -0.45616, -0.80997], [3.47673, -3.80323, 1.50500], [1.80323, -4.43076, 1.39155], [2.20495, -3.35217, 2.70249], [0.26891, 2.22873, -2.35342], [0.42368, 1.41185, -3.38646], [1.73523, 1.21197, -3.56838], [-0.04331, 2.02901, -4.48404], [-0.42731, -0.23167, -3.12411], [-0.41003, -0.41809, -1.70647], [0.31816, -1.12482, -3.96234], [-1.85537, -0.04018, -3.75559], [-3.04912, 0.73904, -3.12666], [-2.70688, 1.95942, -2.45139], [-4.05749, -0.10585, -2.55585], [-3.82710, 1.31560, -4.70488], [-3.02553, 2.13633, -5.39150], [-4.16513, 0.30113, -5.51011], [-4.95368, 1.99527, -4.42260]], "orbital_gap_ev": [5.64, 6.20], "multiplicity": 2, "s_squared": 0.7599, "lumo_energy_ha": [0.175, 0.175], "energy_ha": -3571.705776, "total_charge": -2, "de_lowest_kj_mol": 148.8}



{"formula": "C9H16GdN2PS", "method": "ωB97M-V/def2-TZVPD", "symbols": ["C", "C", "C", "C", "C", "Gd", "P", "H", "H", "H", "H", "H", "H", "H", "H", "S", "C", "N", "C", "C", "C", "N", "H", "H", "H", "H", "H", "H", "H", "H"], "xyz": [[0.16687, -2.81064, -1.99117], [-0.49253, -4.07994, -1.79238], [-1.89307, -3.93491, -2.01884], [-2.12786, -2.57416, -2.35682], [-0.88078, -1.84877, -2.31061], [0.72013, -0.46144, -0.27731], [2.51039, 0.59075, -1.89733], [1.27410, -2.64766, -2.02771], [0.03307, -4.96890, -1.47352], [-2.63213, -4.69634, -1.91824], [-0.73230, -0.78111, -2.57857], [-3.08222, -2.09691, -2.57592], [2.07596, 1.07580, -3.18598], [3.38742, -0.54250, -2.16155], [3.42187, 1.60317, -1.38792], [-1.83606, 0.17102, -0.19741], [-1.08095, 0.95384, 1.13437], [0.03281, 0.38662, 1.80917], [1.06478, 1.25799, 2.53143], [0.46847, 2.58439, 2.93542], [-0.35632, 3.19586, 1.81922], [-1.40268, 2.21801, 1.43464], [-0.21018, -0.52355, 2.25966], [1.87870, 1.42406, 1.80453], [1.42543, 0.66349, 3.37491], [1.27041, 3.28496, 3.20243], [-0.16344, 2.47470, 3.82280], [0.27281, 3.44976, 0.93837], [-0.91901, 4.06437, 2.18970], [-2.19367, 2.56803, 0.89464]], "orbital_gap_ev": [4.92, 5.23], "multiplicity": 8, "s_squared": 15.8046, "lumo_energy_ha": [-0.010, -0.030], "energy_ha": -1966.952876, "de_lowest_kj_mol": 6.8}



{"formula": "C9H16N2O2", "method": "ωB97M-V/def2-TZVPD", "symbols": ["O", "C", "C", "C", "N", "C", "O", "N", "H", "H", "H", "H", "C", "C", "C", "C", "C", "H", "H", "H", "H", "H", "H", "H", "H", "H", "H", "H", "H"], "xyz": [[2.04267, 2.71645, 0.78971], [1.20389, 1.93301, 1.20138], [-0.17144, 2.26380, 1.55730], [-0.98839, 1.28054, 1.98076], [-0.55816, -0.00740, 2.13807], [0.72269, -0.42862, 1.87295], [1.07288, -1.57677, 2.03035], [1.52524, 0.58134, 1.38942], [-0.49232, 3.27967, 1.46036], [-2.03132, 1.44578, 2.21992], [-1.19608, -0.73396, 2.43171], [2.47856, 0.31941, 1.14626], [-2.63755, -1.03896, -0.46899], [-1.19629, -1.49072, -0.72356], [-0.30260, -0.36997, -1.24682], [1.12034, -0.83150, -1.51138], [2.02841, 0.29573, -1.98061], [-2.65223, -0.21581, 0.24323], [-3.12994, -0.68662, -1.36015], [-3.24110, -1.83273, -0.04104], [-1.19983, -2.34207, -1.42214], [-0.76536, -1.90146, 0.19020], [-0.71246, 0.03403, -2.17194], [-0.30387, 0.46319, -0.53837], [1.10892, -1.63358, -2.24816], [1.50537, -1.27245, -0.59314], [2.09207, 1.11257, -1.26312], [3.02818, -0.06450, -2.16941], [1.64972, 0.70161, -2.91278]], "orbital_gap_ev": 10.20, "multiplicity": 1, "lumo_energy_ha": 0.021, "energy_ha": -612.580314, "de_lowest_kj_mol": 14.3, "smiles": "O=c1cc[nH]c(=O)[nH]1.CCCCC"}



{"formula": "C9H16N2O2", "method": "ωB97M-V/def2-TZVPD", "symbols": ["O", "C", "C", "C", "N", "C", "O", "N", "H", "H", "H", "H", "C", "C", "C", "C", "C", "H", "H", "H", "H", "H", "H", "H", "H", "H", "H", "H", "H"], "xyz": [[2.80833, -2.27626, 0.59405], [2.45214, -1.09783, 0.32740], [2.66512, -0.19293, -0.83723], [2.20178, 1.01508, -0.92110], [1.42721, 1.64738, 0.08097], [0.91082, 0.92015, 1.20170], [0.38874, 1.24767, 2.20853], [1.47775, -0.34998, 1.06417], [3.40950, -0.58031, -1.57406], [2.82063, 1.76408, -1.57407], [1.52630, 2.67835, -0.11531], [1.05106, -0.95463, 1.74832], [-2.42327, 2.07612, -1.82319], [-2.71559, 1.05693, -0.65237], [-2.34374, -0.27919, -1.03219], [-2.57577, -1.06447, 0.36302], [-2.38935, -2.59706, 0.00012], [-1.37329, 2.02807, -2.07755], [-2.92987, 1.98738, -2.80563], [-2.94890, 2.95586, -1.62737], [-3.76943, 1.15649, -0.17798], [-1.97945, 1.25433, 0.29626], [-3.05033, -0.63973, -1.85168], [-1.23493, -0.43193, -1.45766], [-3.64855, -1.09140, 0.65880], [-1.78458, -0.62663, 1.00969], [-1.35163, -2.86552, -0.39359], [-2.44116, -3.47882, 0.79528], [-2.89948, -3.02943, -1.04697]], "orbital_gap_ev": 10.17, "multiplicity": 1, "lumo_energy_ha": 0.011, "energy_ha": -612.409561, "de_lowest_kj_mol": 462.6, "smiles": "O=c1cc[nH]c(=O)[nH]1.CCCCC"}



{"formula": "C9H16N2ReS3", "method": "ωB97M-V/def2-TZVPD", "symbols": ["Re", "C", "C", "S", "C", "C", "S", "C", "C", "S", "H", "H", "H", "H", "H", "H", "H", "H", "H", "H", "H", "H", "N", "C", "C", "N", "C", "H", "H", "H", "H"], "xyz": [[-0.23927, -0.40791, 0.63461], [0.57682, 2.15203, -1.29126], [1.52263, 1.10147, -1.82718], [1.68087, -0.29180, -0.63203], [1.62768, -1.77422, -1.70682], [0.28511, -1.90760, -2.40348], [-1.05915, -1.74435, -1.15533], [-2.34775, -0.64748, -1.86519], [-1.84615, 0.76456, -2.09420], [-0.95769, 1.43105, -0.60836], [0.99631, 2.72117, -0.45941], [0.28051, 2.87354, -2.05865], [1.19639, 0.68021, -2.77639], [2.52893, 1.50535, -1.96112], [2.45430, -1.69112, -2.41878], [1.85163, -2.61068, -1.04077], [0.11226, -1.16296, -3.17900], [0.17144, -2.89956, -2.84709], [-2.69281, -1.11348, -2.79333], [-3.17480, -0.70863, -1.15384], [-1.13890, 0.83701, -2.92013], [-2.67267, 1.45212, -2.28853], [0.15392, -0.40526, 5.08377], [0.13676, 0.91651, 4.96340], [0.03415, 1.16111, 3.53171], [-0.00749, -0.02349, 2.88502], [0.06560, -0.97658, 3.85362], [0.22010, -0.92847, 5.96504], [0.19078, 1.61942, 5.79187], [-0.01103, 2.13138, 3.05370], [0.06151, -2.05336, 3.71817]], "orbital_gap_ev": [7.87, 5.73], "multiplicity": 4, "s_squared": 3.7830, "lumo_energy_ha": [-0.580, -0.656], "energy_ha": -1733.102313, "total_charge": 4, "de_lowest_kj_mol": 0.0}